ORCA calculation (ωB97M-V with the def2-TZVPD basis set) on 2 unconnected molecules or ions with the total composition C5H17N2O at a distorted geometry.

Properties
HOMO energy   -13.8 eV
Molar mass   121.204 g/mol
ΔE to the lowest compared entry with this formula, charge and spin   70.73 kcal/mol
Gap between HOMO and LUMO   10.4 eV
Net charge   +1

The geometry in XYZ format:
```
25
Properties=species:S:1:pos:R:3:forces:R:3
N 1.953778 -1.127294 0.788138 0.93 -0.63 2.51
C 0.581763 -0.841015 0.265336 -1.30 -0.26 -0.50
C -0.559789 -1.003440 1.230041 -3.36 -2.51 3.03
C -1.081413 0.045638 2.349622 -2.92 -1.37 -2.22
C -1.948648 -1.414753 0.530372 4.64 -4.44 -0.08
C 0.545416 0.637838 -0.184295 1.12 -0.19 -1.56
N 1.890206 1.011538 -0.629586 -0.49 -5.12 -0.66
H 2.330467 -0.263058 1.263397 0.07 -0.91 -1.11
H 2.533333 -1.415120 -0.049609 -0.30 0.60 1.71
H 1.945949 -1.884531 1.574791 -0.04 1.23 -2.03
H 0.518666 -1.759563 -0.443730 -0.57 2.22 0.25
H -0.367083 -1.948933 1.846732 0.09 0.94 -0.86
H -1.060811 -0.360645 3.377068 -0.13 0.20 -0.71
H -2.271194 0.372250 1.989821 3.70 -0.75 1.49
H -0.456364 0.854093 2.245726 1.01 2.38 0.52
H -1.618833 -2.139427 -0.313859 -1.02 0.63 1.34
H -2.451152 -0.696267 0.054081 -1.84 3.25 -1.45
H -2.550253 -1.928896 1.282467 0.02 0.11 -0.32
H 0.274827 1.335588 0.596281 0.10 -0.35 0.62
H -0.220699 0.825606 -0.930586 -0.22 -0.44 -0.32
H 2.112346 0.556284 -1.537872 -0.20 0.95 0.78
H 2.008071 1.934668 -0.659809 0.68 4.48 -0.46
H 0.030509 3.319664 -4.845333 0.27 0.15 -0.02
H -1.347543 2.930223 -5.286159 -0.44 -0.05 -0.36
O -0.791558 2.959557 -4.513046 0.19 -0.11 0.41
```
Forces are in eV/Å.

natural (NBO) atomic charge list, values in e, 4 entries:
1 N -0.702
2 C -0.070
3 C -0.256
4 C -0.594

***

ORCA calculation (ωB97M-V with the def2-TZVPD basis set) on a molecular structure, C6H3Cl2NO3RhRuS at a distorted geometry.

Properties
HOMO energy (alpha / beta)   -23.0 / -26.7 eV
Molar mass   444.043 g/mol
ΔE to the lowest compared entry with this formula, charge and spin   30.65 kcal/mol
Gap between HOMO and LUMO (alpha / beta)   7.3 / 6.5 eV
Expectation value of S²   24.796
Net charge   +4
Spin multiplicity   10

The geometry in XYZ format:
```
18
Properties=species:S:1:pos:R:3:forces:R:3
Rh 0.029606 -0.961733 -2.743555 0.53 -0.25 4.25
Ru 0.313734 -0.642435 0.008929 5.28 4.07 -3.49
Cl -0.775648 0.768677 -1.290284 -1.55 2.27 0.09
Cl 1.008434 -2.465405 -1.332438 1.46 -1.55 1.52
C -0.696330 -1.712574 1.034981 -8.75 -9.90 9.65
C -0.608238 0.114122 -4.119822 -4.05 7.42 -8.98
C 0.475074 -2.217511 -4.051332 2.59 -8.27 -8.25
O -1.250402 -2.409223 1.818304 3.37 4.11 -4.56
O -0.966821 0.755376 -5.016026 1.67 -3.15 3.97
O 0.721927 -3.011931 -4.854957 -1.11 3.73 3.62
S -0.868498 2.512469 3.174520 1.32 -0.15 0.96
C 0.677412 1.798580 3.580661 -2.22 2.10 1.04
C 1.086902 0.942973 2.586959 -0.41 -1.34 -2.89
N 0.203569 0.863563 1.507438 0.96 0.66 1.70
C -0.875931 1.646276 1.693484 0.98 -0.35 0.58
H 1.225959 2.017322 4.492580 -0.08 0.16 0.23
H 1.982726 0.333824 2.537545 0.22 0.15 0.41
H -1.683474 1.667634 0.973013 -0.21 0.30 0.13
```
Forces are in eV/Å.

natural (NBO) atomic charge list, values in e, 4 entries:
1 Rh 0.997
2 Ru 1.176
3 Cl -0.137
4 Cl -0.072

***

ORCA calculation (ωB97M-V with the def2-TZVPD basis set) on a molecular structure, C32H30FeN5 at a distorted geometry.

Properties
HOMO energy (alpha / beta)   -13.9 / -13.9 eV
Molar mass   540.472 g/mol
ΔE to the lowest compared entry with this formula, charge and spin   6.51 kcal/mol
Gap between HOMO and LUMO (alpha / beta)   6.8 / 7.1 eV
Expectation value of S²   1.029
Net charge   +2
Spin multiplicity   2

The geometry in XYZ format:
```
68
Properties=species:S:1:pos:R:3:forces:R:3
Fe 0.379459 1.383927 0.033820 0.98 -0.30 -0.97
C 4.107738 1.777592 2.023436 -0.04 0.01 -0.04
C 4.602544 2.914811 1.409499 0.00 -0.03 0.02
C 3.799533 3.606425 0.512373 -0.08 -0.03 0.03
C 2.528664 3.135196 0.243834 0.32 0.03 0.08
N 2.072901 1.991657 0.806811 -0.12 0.34 0.10
C 2.837339 1.346847 1.689089 0.00 -0.16 0.14
C 1.580467 3.815348 -0.660948 -0.13 0.03 -0.02
C 1.768498 5.071736 -1.205703 0.04 -0.11 0.05
C 0.786096 5.593983 -2.033531 -0.03 0.03 -0.04
C -0.361387 4.859161 -2.284739 -0.04 -0.01 0.01
C -0.499995 3.623252 -1.684405 0.04 -0.01 0.01
N 0.453041 3.115550 -0.894400 -0.04 0.02 0.02
H 4.688732 1.220489 2.743128 0.01 0.00 0.01
H 5.601236 3.267821 1.627843 0.00 0.01 0.01
H 4.165041 4.500921 0.032492 0.01 0.02 -0.01
H 2.412486 0.457325 2.132295 -0.01 -0.01 -0.03
H 2.656172 5.642197 -0.981089 0.03 0.02 -0.03
H 0.915342 6.573028 -2.474355 0.00 0.01 0.00
H -1.147189 5.239394 -2.920068 -0.01 0.01 -0.01
H -1.385503 3.016925 -1.819928 -0.01 0.00 0.00
C -1.621211 -3.567699 2.161443 0.06 0.03 0.10
C -2.129533 -3.994024 0.815554 0.03 0.02 -0.17
C -3.213600 -4.864968 0.719498 0.02 -0.02 0.02
C -3.687023 -5.302133 -0.505380 0.01 0.00 -0.03
C -3.085490 -4.874449 -1.682416 -0.02 -0.01 0.01
C -2.022391 -3.992316 -1.619775 -0.01 0.04 0.07
C -1.554695 -3.558658 -0.382383 -0.23 -0.05 0.03
N -0.451281 -2.640568 -0.359625 0.17 0.13 -0.08
C -0.566343 -1.332717 -0.095211 -0.02 0.09 0.10
N -1.803278 -0.854895 0.120350 -0.07 0.05 -0.03
C -2.172672 0.416029 0.590521 -0.03 -0.34 -0.27
C -1.265150 1.450201 0.784383 -0.78 0.08 1.15
C -1.678919 2.614377 1.462311 0.57 0.00 -0.47
C -2.995609 2.793759 1.783302 -0.30 -0.04 0.08
C -3.922826 1.801107 1.459670 -0.01 -0.21 -0.15
C -3.544754 0.611118 0.860596 0.00 0.17 0.29
C -4.536194 -0.481501 0.579610 -0.08 -0.02 0.02
N 0.479852 -0.509186 -0.048138 -0.29 0.21 -0.09
C 1.789637 -1.074482 -0.229716 0.07 -0.02 0.03
C 2.323976 -1.858454 0.791299 0.05 0.04 -0.03
C 3.600488 -2.379718 0.673504 0.00 -0.01 0.03
C 4.348431 -2.102318 -0.462387 0.00 0.01 -0.04
C 3.809670 -1.324885 -1.475284 -0.01 0.02 0.01
C 2.519405 -0.802300 -1.390319 0.05 -0.07 0.12
C 1.948918 -0.015533 -2.537830 -0.06 0.09 0.00
H -1.665687 -4.401084 2.861004 -0.02 0.02 0.01
H -2.225027 -2.760333 2.582932 -0.01 0.02 0.00
H -0.588064 -3.225990 2.118730 0.01 0.00 -0.01
H -3.676182 -5.223352 1.630623 0.00 0.00 0.01
H -4.520971 -5.989615 -0.542254 0.00 0.00 -0.01
H -3.443573 -5.224821 -2.640081 -0.01 0.00 -0.01
H -1.546093 -3.633758 -2.523211 0.02 -0.01 -0.02
H 0.452780 -2.963587 -0.671375 0.04 0.00 0.06
H -2.541924 -1.532613 -0.008735 -0.09 0.01 0.05
H -0.951530 3.384316 1.697950 -0.02 0.00 -0.01
H -3.329823 3.693897 2.279132 0.05 0.02 0.04
H -4.964022 1.960283 1.709784 -0.02 -0.06 -0.05
H -5.549215 -0.131914 0.762229 0.00 0.00 0.00
H -4.371921 -1.348906 1.225838 0.00 -0.01 0.00
H -4.492280 -0.821549 -0.458349 -0.01 0.02 -0.01
H 1.732286 -2.052079 1.678684 -0.03 0.00 0.00
H 4.008822 -2.994102 1.464047 0.01 -0.01 0.00
H 5.348795 -2.500076 -0.564320 0.01 0.00 0.00
H 4.395784 -1.123056 -2.363104 0.01 -0.01 -0.01
H 2.729622 0.233055 -3.253698 -0.01 -0.01 -0.02
H 1.487194 0.928935 -2.228530 0.04 -0.03 -0.02
H 1.180379 -0.583005 -3.066335 -0.02 0.00 0.00
```
Forces are in eV/Å.

natural (NBO) atomic charge list, values in e, 4 entries:
1 Fe 1.152
2 C -0.212
3 C -0.096
4 C -0.200

***

ORCA calculation (ωB97M-V with the def2-TZVPD basis set) on 3 unconnected molecules or ions with the total composition C23H36N4O9 at a distorted geometry.

Properties
HOMO energy   -9.0 eV
Molar mass   512.560 g/mol
SMILES   COC[C@@]1(C[C@@H](O)CN)NC(=O)[C@@](CC(C)C)(N=C=O)[C@@H]1OC#N.O=C1CCCO1.O=C1CCCO1
Gap between HOMO and LUMO   8.0 eV
Net charge   0

The geometry in XYZ format:
```
72
Properties=species:S:1:pos:R:3:forces:R:3
C -3.561360 -3.157264 2.760714 -0.03 -0.60 0.97
O -3.732637 -3.429199 1.312005 0.22 2.24 1.05
C -3.854479 -2.170222 0.562022 0.42 -0.63 0.34
C -2.633147 -1.945806 -0.558178 -1.04 1.87 -1.51
C -2.687278 -3.053513 -1.765068 -0.45 -0.53 0.13
C -2.125481 -4.541871 -1.375926 1.19 -0.56 -1.48
O -1.338697 -4.613670 -0.136011 0.69 0.57 -1.23
C -3.268668 -5.717618 -1.299546 0.38 -0.60 0.32
N -3.233067 -6.273931 0.134981 -0.75 -1.27 -1.59
N -3.179998 -0.697455 -1.282992 -0.10 2.77 0.23
C -2.245912 0.524204 -1.337493 0.57 1.53 -3.60
O -2.202870 1.459637 -2.289437 -0.47 -5.88 6.39
C -1.359630 0.279828 0.021644 1.81 1.30 -2.37
C 0.025467 1.121032 0.270017 1.38 -0.40 0.09
C 0.687507 0.784779 1.745369 0.87 0.12 1.19
C 1.850606 -0.402106 1.685602 -1.67 -0.93 -0.03
C 1.382700 2.115981 2.466511 -0.30 -0.93 0.97
N -2.295226 0.761546 1.108380 -3.49 6.72 -1.18
C -2.820360 2.003052 0.828758 1.30 1.34 -4.27
O -3.181018 3.171288 0.237197 2.46 -9.16 5.50
C -1.190985 -1.363629 -0.031547 -1.89 -0.07 3.99
O 0.068414 -1.947869 -0.515256 -0.16 2.46 -4.64
C 0.369566 -1.569337 -1.904066 -0.82 -1.35 -7.26
N 0.455380 -1.530346 -3.218213 -0.51 -0.10 11.99
H -2.711533 -2.368854 2.991064 -1.82 -1.36 -0.65
H -3.224676 -4.150005 3.331694 -0.84 2.03 -1.67
H -4.606666 -2.825894 3.229238 2.30 -0.48 -0.97
H -3.940809 -1.290219 1.328230 0.46 -1.34 -1.64
H -4.843238 -2.203852 -0.063010 1.84 -0.01 0.99
H -3.840061 -3.180589 -2.046779 2.47 0.47 0.69
H -2.170690 -2.644019 -2.758719 -0.94 -0.73 2.45
H -1.385948 -4.858795 -2.257896 -1.66 0.74 1.71
H -0.351451 -4.569430 -0.300889 -1.94 0.08 -0.23
H -2.920677 -6.620378 -1.998248 -1.00 2.25 0.99
H -4.356740 -5.338770 -1.600792 2.49 -0.78 0.66
H -2.575385 -7.105781 0.056570 -1.40 1.35 0.57
H -4.195363 -6.622189 0.390444 1.53 0.28 -0.50
H -4.005510 -0.289023 -0.750441 0.97 -0.86 -1.17
H 0.871274 0.850365 -0.527061 -2.01 0.52 1.52
H -0.113470 2.290780 0.210941 -0.22 -2.66 0.01
H -0.107925 0.392643 2.539124 1.34 0.95 -1.99
H 2.678731 -0.252037 2.509981 -1.66 -0.19 -1.90
H 1.267607 -1.414457 1.920779 1.43 1.92 -0.42
H 2.262545 -0.494934 0.594291 -0.65 0.10 2.46
H 0.688563 3.060047 2.455622 1.55 -2.00 -0.12
H 2.460998 2.293872 2.047795 -2.40 -0.05 0.69
H 1.511313 1.807881 3.611625 -0.21 0.64 -2.39
H -1.172746 -1.644333 1.108885 0.31 0.28 -2.18
O 3.432822 1.253921 0.381026 2.39 0.06 -0.86
C 4.488534 1.025517 -0.185970 -1.57 0.77 0.87
C 4.641547 0.707138 -1.642469 0.07 -0.44 -0.29
C 6.039789 0.145727 -1.698538 0.33 -0.52 -0.71
C 6.726579 0.856565 -0.561899 0.77 0.00 -0.05
O 5.711902 1.067014 0.418876 -0.94 -0.03 0.09
H 4.550124 1.630192 -2.221629 -0.17 -0.07 0.06
H 3.900814 -0.028050 -1.965309 -0.14 0.39 0.03
H 6.533719 0.296923 -2.662033 0.00 -0.02 0.18
H 6.010892 -0.932317 -1.498537 0.05 0.17 -0.04
H 7.128912 1.829628 -0.862636 -0.04 -0.06 0.05
H 7.534398 0.255975 -0.133716 -0.19 0.23 0.14
O 2.191893 5.914822 2.077294 -1.35 -0.76 -1.40
C 1.480988 5.724010 1.104471 1.57 0.26 1.69
C 1.226487 6.712313 0.006903 -0.39 0.35 -0.18
C 0.019480 6.121828 -0.677108 -0.57 0.48 -0.57
C 0.186935 4.646088 -0.425963 -0.42 -0.34 -0.55
O 0.833789 4.550748 0.842213 0.37 0.76 0.32
H 2.095795 6.742175 -0.655838 0.02 0.08 0.16
H 1.013078 7.704435 0.411330 0.41 -0.15 0.00
H -0.048178 6.372843 -1.738976 -0.04 -0.12 0.14
H -0.893140 6.480572 -0.185742 0.11 -0.09 -0.11
H 0.820988 4.165651 -1.178506 -0.03 0.00 0.05
H -0.775115 4.126737 -0.389161 0.23 0.01 0.08
```
Forces are in eV/Å.

Mulliken atomic charge list, values in e, 4 entries:
1 C -0.573
2 O -0.230
3 C -0.951
4 C 1.431

***

What did the second record say?
ORCA calculation (ωB97M-V with the def2-TZVPD basis set) on a molecular structure, C6H3Cl2NO3RhRuS at a distorted geometry.

Properties
HOMO energy (alpha / beta)   -23.0 / -26.7 eV
Molar mass   444.043 g/mol
ΔE to the lowest compared entry with this formula, charge and spin   30.65 kcal/mol
Gap between HOMO and LUMO (alpha / beta)   7.3 / 6.5 eV
Expectation value of S²   24.796
Net charge   +4
Spin multiplicity   10

The geometry in XYZ format:
```
18
Properties=species:S:1:pos:R:3:forces:R:3
Rh 0.029606 -0.961733 -2.743555 0.53 -0.25 4.25
Ru 0.313734 -0.642435 0.008929 5.28 4.07 -3.49
Cl -0.775648 0.768677 -1.290284 -1.55 2.27 0.09
Cl 1.008434 -2.465405 -1.332438 1.46 -1.55 1.52
C -0.696330 -1.712574 1.034981 -8.75 -9.90 9.65
C -0.608238 0.114122 -4.119822 -4.05 7.42 -8.98
C 0.475074 -2.217511 -4.051332 2.59 -8.27 -8.25
O -1.250402 -2.409223 1.818304 3.37 4.11 -4.56
O -0.966821 0.755376 -5.016026 1.67 -3.15 3.97
O 0.721927 -3.011931 -4.854957 -1.11 3.73 3.62
S -0.868498 2.512469 3.174520 1.32 -0.15 0.96
C 0.677412 1.798580 3.580661 -2.22 2.10 1.04
C 1.086902 0.942973 2.586959 -0.41 -1.34 -2.89
N 0.203569 0.863563 1.507438 0.96 0.66 1.70
C -0.875931 1.646276 1.693484 0.98 -0.35 0.58
H 1.225959 2.017322 4.492580 -0.08 0.16 0.23
H 1.982726 0.333824 2.537545 0.22 0.15 0.41
H -1.683474 1.667634 0.973013 -0.21 0.30 0.13
```
Forces are in eV/Å.

natural (NBO) atomic charge list, values in e, 4 entries:
1 Rh 0.997
2 Ru 1.176
3 Cl -0.137
4 Cl -0.072